Molecular formula: C62H61AsN4O4PRbS3
Method: DFT, ωB97M-V with the def2-TZVPD basis set

E_HOMO: -0.08195 hartree
net charge: -2
E: -6715.12484 Ha
energy above the lowest of the compared OMol25 structures with the same formula, charge and spin: 28.8 kJ/mol

Structure (XYZ):
```
137
Properties=species:S:1:pos:R:3:forces:R:3
Rb -0.126 0.367 1.254 -0.239 0.445 -0.358
C -2.554 4.701 2.203 -0.017 -0.043 0.034
C -2.691 3.785 3.387 0.029 0.006 -0.065
C -2.607 4.264 4.688 -0.020 -0.002 0.020
C -2.717 3.405 5.770 0.005 -0.018 -0.025
C -2.932 2.053 5.551 -0.016 0.025 0.028
C -3.022 1.530 4.265 0.001 -0.037 -0.013
C -3.246 0.063 4.044 -0.003 0.039 0.004
C -2.883 2.415 3.191 0.012 0.005 0.066
N -2.853 1.925 1.860 -0.058 -0.089 -0.051
C -3.931 1.732 1.231 -0.004 0.018 0.039
C -5.318 1.964 1.788 0.051 0.015 0.031
C -3.896 1.243 -0.191 -0.097 -0.055 -0.105
C -4.891 1.912 -1.113 0.046 -0.038 -0.001
N -3.124 0.292 -0.512 0.093 0.037 0.219
C -3.192 -0.269 -1.809 -0.025 0.036 -0.076
C -3.857 -1.493 -1.937 0.001 0.023 0.058
C -4.442 -2.156 -0.721 -0.010 0.011 -0.039
C -3.969 -2.059 -3.201 0.008 -0.020 -0.026
C -3.428 -1.432 -4.313 0.011 -0.020 0.006
C -2.736 -0.241 -4.158 -0.014 -0.013 -0.012
C -2.593 0.357 -2.909 0.048 0.003 0.012
C -1.805 1.623 -2.742 -0.001 -0.070 0.009
H -2.306 5.712 2.526 0.011 0.006 -0.003
H -3.482 4.747 1.626 -0.008 0.009 -0.004
H -1.781 4.353 1.516 0.015 0.006 -0.021
H -2.434 5.323 4.845 0.004 0.005 0.005
H -2.626 3.786 6.781 -0.001 0.002 0.007
H -3.017 1.375 6.392 -0.001 -0.012 0.000
H -3.527 -0.418 4.982 -0.004 -0.005 -0.003
H -2.349 -0.452 3.672 0.003 0.018 0.014
H -4.044 -0.114 3.318 -0.016 -0.015 0.002
H -5.273 2.108 2.865 -0.012 0.005 0.004
H -5.958 1.108 1.565 -0.007 -0.002 -0.001
H -5.775 2.846 1.335 0.001 0.003 -0.006
H -4.815 2.996 -1.009 0.001 0.003 -0.005
H -5.911 1.623 -0.848 0.002 0.006 0.004
H -4.712 1.636 -2.148 -0.009 0.005 -0.015
H -3.696 -2.235 0.070 -0.003 0.002 0.014
H -4.803 -3.155 -0.964 0.007 -0.008 0.005
H -5.278 -1.575 -0.319 -0.002 -0.008 0.013
H -4.480 -3.010 -3.306 -0.006 0.000 0.002
H -3.518 -1.884 -5.292 0.001 -0.001 -0.003
H -2.280 0.238 -5.018 0.008 0.007 -0.002
H -1.506 2.020 -3.711 0.019 0.022 -0.007
H -0.901 1.453 -2.151 0.019 0.016 0.016
H -2.344 2.397 -2.196 -0.017 0.041 -0.020
O 0.533 -3.547 3.486 -0.012 -0.048 0.018
S 0.465 -2.100 3.251 0.085 -0.104 0.072
O 0.989 -1.317 4.393 0.000 0.004 0.011
O -0.954 -1.672 2.996 -0.051 -0.002 -0.064
O 1.248 -1.758 2.015 0.069 -0.118 0.054
S 1.345 4.859 7.080 -0.072 -0.003 0.004
C 1.063 3.863 5.636 0.056 -0.021 -0.032
C 0.954 4.479 4.399 -0.019 -0.057 -0.038
C 0.639 3.689 3.300 0.058 0.066 0.015
N 0.459 2.375 3.382 0.164 -0.098 0.189
C 0.604 1.777 4.572 -0.042 -0.058 -0.143
C 0.887 2.490 5.729 0.010 0.099 0.054
C 3.030 4.573 7.484 0.029 0.014 0.150
C 3.931 3.807 6.756 -0.041 0.021 -0.038
C 5.232 3.693 7.225 0.011 -0.026 -0.017
N 5.691 4.264 8.335 -0.038 0.020 0.017
C 4.812 4.992 9.026 0.071 0.010 -0.010
C 3.496 5.176 8.655 0.001 -0.009 -0.038
H 1.099 5.546 4.293 -0.005 0.007 -0.009
H 0.542 4.118 2.306 -0.004 0.002 -0.018
H 0.515 0.687 4.591 -0.021 0.013 -0.008
H 0.964 1.978 6.679 0.012 -0.004 0.000
H 3.639 3.305 5.844 -0.039 -0.012 -0.019
H 5.945 3.098 6.665 -0.003 -0.008 -0.009
H 5.185 5.457 9.933 -0.001 -0.002 0.009
H 2.837 5.780 9.267 -0.007 -0.013 -0.010
C 1.036 -3.027 -2.660 -0.032 0.054 0.038
C -0.344 -3.006 -3.303 0.045 0.013 0.027
As -0.341 -2.930 -5.273 -0.019 0.018 -0.010
C 0.470 -1.168 -5.520 -0.024 0.035 -0.053
C 0.822 -0.792 -6.817 -0.002 -0.026 0.007
C 1.365 0.459 -7.071 0.007 -0.014 -0.011
C 1.555 1.358 -6.029 0.020 0.002 -0.026
C 1.197 1.003 -4.738 -0.013 0.063 0.006
C 0.655 -0.252 -4.489 -0.041 0.006 0.020
C 1.263 -4.022 -5.581 0.010 0.021 -0.005
C 1.078 -5.395 -5.722 -0.028 -0.010 0.010
C 2.161 -6.251 -5.870 0.000 -0.006 -0.001
C 3.450 -5.738 -5.893 0.007 0.009 0.000
C 3.645 -4.369 -5.769 0.009 -0.016 -0.001
C 2.560 -3.518 -5.614 -0.011 0.016 -0.004
P 0.969 -2.487 -0.876 0.028 -0.104 0.113
C -0.061 -3.865 -0.231 0.002 -0.023 -0.066
C -1.152 -3.576 0.577 0.085 0.009 0.025
C -1.963 -4.598 1.056 -0.007 -0.022 0.011
C -1.700 -5.913 0.716 -0.008 -0.018 -0.001
C -0.605 -6.214 -0.089 -0.002 -0.002 0.002
C 0.211 -5.197 -0.550 -0.008 0.004 -0.035
C 2.652 -3.045 -0.397 0.000 -0.037 -0.011
C 2.871 -3.759 0.782 0.024 0.023 -0.012
C 4.158 -4.140 1.131 -0.005 -0.010 0.009
C 5.241 -3.811 0.326 0.009 -0.014 -0.003
C 5.032 -3.092 -0.841 -0.004 0.009 -0.004
C 3.744 -2.712 -1.198 -0.008 -0.002 0.028
H 1.702 -2.329 -3.169 0.037 0.021 -0.015
H 1.491 -4.015 -2.758 0.000 0.003 -0.016
H -0.936 -2.145 -2.976 -0.013 -0.018 -0.006
H -0.915 -3.888 -3.011 -0.023 -0.005 -0.032
H 0.673 -1.489 -7.636 0.002 0.004 -0.001
H 1.638 0.733 -8.084 -0.001 -0.007 0.000
H 1.981 2.336 -6.215 0.001 0.008 0.002
H 1.338 1.705 -3.926 0.000 0.009 0.038
H 0.373 -0.496 -3.473 0.009 -0.045 0.046
H 0.072 -5.801 -5.705 0.008 -0.013 -0.003
H 1.999 -7.318 -5.964 -0.004 0.001 0.002
H 4.298 -6.401 -6.001 0.002 0.000 -0.001
H 4.649 -3.961 -5.776 -0.001 0.000 0.000
H 2.728 -2.453 -5.506 -0.004 -0.006 0.006
H -1.330 -2.564 0.912 -0.014 0.026 0.025
H -2.772 -4.356 1.733 -0.010 0.012 0.001
H -2.325 -6.711 1.102 -0.001 0.000 -0.002
H -0.379 -7.245 -0.336 0.006 0.000 -0.004
H 1.084 -5.441 -1.146 -0.019 -0.003 0.003
H 2.043 -3.983 1.443 -0.006 0.033 0.035
H 4.312 -4.682 2.056 -0.004 0.005 0.008
H 6.244 -4.104 0.614 -0.001 0.002 -0.004
H 5.869 -2.818 -1.474 0.002 -0.001 0.001
H 3.600 -2.140 -2.108 0.007 0.011 0.000
S -0.021 3.708 -0.376 0.020 -0.097 -0.079
C 1.237 3.616 -1.583 -0.046 0.074 0.014
C 1.221 4.433 -2.731 0.000 0.061 0.019
C 2.260 4.431 -3.649 -0.049 -0.060 -0.038
C 3.351 3.585 -3.488 0.012 -0.025 0.018
C 3.368 2.734 -2.387 0.014 -0.011 -0.036
C 2.336 2.744 -1.463 -0.023 -0.015 0.057
H 0.376 5.099 -2.866 0.018 0.004 0.001
H 2.213 5.096 -4.507 -0.003 0.001 0.003
H 4.162 3.577 -4.207 0.005 0.003 -0.002
H 4.196 2.048 -2.247 0.005 -0.005 0.010
H 2.375 2.082 -0.605 0.021 0.011 0.000
```
Forces are in eV/Å.

Molecular formula: C34H50N4O3
Method: DFT, ωB97M-V with the def2-TZVPD basis set

E_HOMO: -0.30850 hartree
E: -1770.19607 Ha
energy above the lowest of the compared OMol25 structures with the same formula, charge and spin: 0.0 kJ/mol

Structure (XYZ):
```
91
Properties=species:S:1:pos:R:3:forces:R:3
C -2.130 2.728 3.055 0.035 -0.070 -0.227
C -1.381 3.487 1.958 -0.184 0.145 0.105
C -2.290 4.022 0.831 0.136 -0.154 0.004
C -2.088 3.300 -0.503 0.057 -0.011 0.121
C -2.630 1.872 -0.532 0.051 -0.046 -0.056
C -4.148 1.742 -0.316 0.003 -0.167 -0.093
C -4.577 0.700 0.731 -0.080 0.099 -0.019
C -5.059 -0.605 0.116 0.039 0.045 0.152
O -4.066 -1.204 -0.702 -0.054 -0.092 -0.183
C -3.081 -1.930 0.016 -0.269 -0.066 0.376
C -3.558 -3.386 0.236 -0.138 0.025 0.050
O -2.548 -4.362 0.168 0.114 0.044 0.022
C -1.749 -4.442 1.328 0.112 -0.090 -0.065
C -1.748 -1.777 -0.662 0.244 0.278 -0.108
O -1.638 -2.547 -1.847 -0.273 -0.008 -0.030
C -0.383 -2.576 -2.387 -0.007 -0.036 0.119
C 0.667 -3.187 -1.709 -0.050 0.021 0.043
C 1.920 -3.230 -2.288 0.216 -0.051 0.005
C 2.131 -2.678 -3.543 0.052 0.091 -0.145
C 1.076 -2.081 -4.220 0.201 -0.036 -0.010
C -0.180 -2.024 -3.642 -0.122 0.012 -0.020
H -3.057 3.247 3.308 0.015 0.026 0.118
H -1.527 2.622 3.956 0.000 -0.019 0.028
H -2.404 1.723 2.724 -0.046 0.031 0.009
H -0.861 4.328 2.422 0.061 -0.021 -0.014
H -0.614 2.842 1.523 0.084 0.000 0.049
H -2.093 5.084 0.679 -0.029 0.028 0.009
H -3.334 3.937 1.146 -0.018 0.096 -0.035
H -2.519 3.880 -1.324 -0.098 0.000 0.013
H -1.009 3.255 -0.684 -0.020 0.062 -0.152
H -2.086 1.282 0.215 -0.076 0.005 0.067
H -2.381 1.426 -1.498 0.099 -0.030 0.039
H -4.592 1.455 -1.272 -0.116 0.114 -0.004
H -4.576 2.711 -0.055 0.040 0.045 0.012
H -5.389 1.091 1.350 0.020 -0.022 0.021
H -3.742 0.496 1.406 -0.052 0.014 0.078
H -5.388 -1.294 0.903 0.033 -0.049 -0.011
H -5.922 -0.419 -0.527 0.066 0.004 -0.065
H -2.960 -1.466 1.005 0.126 0.061 -0.055
H -4.298 -3.609 -0.532 0.156 -0.067 -0.111
H -4.066 -3.448 1.208 -0.046 -0.016 -0.031
H -0.821 -4.940 1.041 -0.021 -0.013 0.031
H -1.501 -3.457 1.734 -0.025 0.024 0.064
H -2.226 -5.039 2.112 -0.104 0.072 0.031
H -1.636 -0.720 -0.926 0.028 -0.007 0.081
H -0.959 -2.019 0.058 0.061 -0.205 -0.102
H 0.501 -3.642 -0.741 -0.102 0.010 0.014
H 2.739 -3.704 -1.760 0.009 0.016 -0.016
H 3.116 -2.723 -3.991 -0.010 -0.042 -0.036
H 1.227 -1.653 -5.203 0.038 -0.006 -0.033
H -1.008 -1.564 -4.163 -0.068 0.002 0.060
C -1.293 -1.535 5.505 -0.015 0.002 -0.006
C -1.764 -0.804 4.381 -0.019 -0.041 0.011
C -0.847 -0.967 3.377 -0.011 -0.003 -0.109
N 0.157 -1.767 3.850 -0.022 -0.007 0.008
C -0.106 -2.116 5.146 0.002 -0.017 -0.024
H -1.769 -1.622 6.467 -0.003 -0.001 0.006
H -2.671 -0.225 4.318 0.005 0.010 0.011
H -0.827 -0.583 2.371 0.025 0.039 0.003
H 0.965 -2.052 3.328 0.018 0.012 -0.001
H 0.570 -2.744 5.701 0.001 0.000 0.011
C 5.695 -2.099 -0.022 0.003 -0.028 -0.002
C 6.573 -2.465 -1.078 -0.008 -0.015 0.025
C 6.040 -1.973 -2.239 -0.052 0.021 -0.027
N 4.877 -1.325 -1.924 0.026 0.033 0.004
C 4.657 -1.399 -0.577 0.007 0.019 -0.018
H 5.814 -2.324 1.025 0.006 0.000 0.006
H 7.489 -3.025 -0.995 0.007 0.000 0.000
H 6.391 -2.035 -3.256 0.035 -0.018 0.007
H 4.262 -0.875 -2.578 -0.063 -0.029 0.023
H 3.786 -0.949 -0.133 -0.004 0.004 0.003
C 0.149 6.764 5.649 0.014 -0.005 -0.014
C -0.051 7.200 4.310 0.012 -0.012 0.010
C -1.311 6.813 3.939 -0.032 -0.025 -0.016
N -1.878 6.162 5.000 0.008 -0.007 -0.007
C -0.996 6.127 6.045 -0.017 -0.006 -0.014
H 1.032 6.902 6.249 0.005 0.003 0.003
H 0.652 7.732 3.691 0.001 0.011 0.000
H -1.848 6.942 3.015 0.000 0.014 -0.005
H -2.798 5.764 5.008 -0.009 -0.008 -0.002
H -1.256 5.655 6.977 0.006 -0.001 0.007
C 6.009 -2.252 -8.166 0.011 0.012 -0.013
C 6.793 -1.066 -8.167 -0.005 -0.014 -0.012
C 6.628 -0.464 -6.949 -0.008 -0.015 0.014
N 5.775 -1.242 -6.214 -0.012 -0.010 0.003
C 5.392 -2.333 -6.948 0.001 0.014 0.026
H 5.911 -2.964 -8.968 0.000 -0.004 -0.005
H 7.409 -0.698 -8.971 0.004 0.001 -0.005
H 7.042 0.443 -6.545 0.004 0.006 -0.003
H 5.471 -1.039 -5.281 -0.004 0.025 0.008
H 4.720 -3.070 -6.542 -0.004 -0.009 -0.003
```
Forces are in eV/Å.

Molecular formula: C44H25F5GeN4O14S2Ta
Method: DFT, ωB97M-V with the def2-TZVPD basis set

E_HOMO (spin up / spin down): -0.27961 / -0.32434 hartree
2S+1: 2
E: -6393.53038 Ha
energy above the lowest of the compared OMol25 structures with the same formula, charge and spin: 185.3 kJ/mol

Structure (XYZ):
```
96
Properties=species:S:1:pos:R:3:forces:R:3
Ta -0.466 0.117 -2.061 -0.025 -0.186 1.005
O 0.452 -0.577 -0.199 0.312 -0.036 -0.372
C 1.056 -1.651 0.018 -1.077 0.014 -0.285
C 1.572 -2.541 -0.959 -0.664 1.316 -1.152
C 2.272 -3.614 -0.463 0.548 -0.304 0.474
C 2.858 -4.544 -1.285 -0.801 1.376 0.742
C 2.737 -4.342 -2.658 0.016 -1.003 -1.615
C 1.936 -3.348 -3.204 0.561 0.600 0.888
C 1.370 -2.336 -2.371 0.132 -0.594 -0.415
O 0.722 -1.309 -2.892 0.759 -1.078 0.787
N 3.680 -5.487 -0.576 2.452 -1.268 -0.944
O 4.399 -6.237 -1.246 -1.078 0.538 0.196
O 3.754 -5.421 0.633 -0.498 -0.089 0.111
H 1.054 -2.027 1.034 0.392 0.266 0.399
H 2.477 -3.643 0.605 -0.281 -0.196 -0.151
H 3.232 -4.988 -3.414 -0.250 0.237 0.987
H 1.910 -3.276 -4.278 -0.265 0.196 -0.117
O 2.574 1.976 -4.104 0.838 0.496 -0.655
C 1.473 1.581 -3.911 -1.335 -0.957 1.025
O 1.123 1.066 -2.720 0.083 0.459 -1.077
C 0.355 1.612 -4.950 0.051 0.724 0.063
C 0.750 2.032 -6.205 -0.321 0.708 -0.204
C -0.198 2.182 -7.209 1.731 -0.045 -0.846
C -1.516 1.880 -7.083 -0.243 0.279 1.655
C -1.900 1.547 -5.778 -1.069 -0.231 -0.418
C -1.035 1.410 -4.699 1.747 -0.940 -0.467
O -1.416 0.854 -3.534 -0.223 0.387 -0.568
N -3.362 1.393 -5.473 2.323 0.720 0.142
O -3.676 2.136 -4.568 -1.253 -0.380 -0.029
O -4.008 0.621 -6.124 -0.703 -0.055 0.040
N 0.330 2.577 -8.561 0.651 -1.112 0.501
O 1.511 2.409 -8.789 0.139 0.197 0.576
O -0.459 2.928 -9.384 -1.336 0.676 -0.712
H 1.766 2.375 -6.400 -0.155 -0.488 0.159
H -2.198 2.031 -7.893 -0.380 -0.163 -0.207
O -2.611 -1.282 0.850 0.139 0.121 0.648
S -3.171 -0.029 0.446 -1.914 -1.208 0.898
O -4.546 -0.037 0.030 0.603 0.081 -0.690
N -2.067 0.624 -0.559 0.861 1.108 -0.896
C -1.581 1.760 -0.070 -0.938 -0.055 -0.052
S -0.331 2.442 -0.893 0.314 0.293 -0.507
C -2.213 2.219 1.153 1.898 1.301 -0.990
C -1.806 3.321 1.880 0.248 0.290 -1.258
C -2.452 3.539 3.058 0.674 2.387 0.890
C -3.514 2.753 3.398 -0.516 -0.926 2.192
C -3.802 1.591 2.745 0.376 -0.661 -1.064
C -3.117 1.341 1.575 -0.805 -1.433 0.927
H -1.061 3.957 1.398 0.037 -0.017 0.675
H -2.145 4.358 3.748 -0.289 -0.625 -0.755
H -3.993 2.869 4.370 0.028 0.353 -0.230
H -4.389 0.827 3.157 -1.198 -0.586 0.516
C 2.191 2.012 1.032 -0.876 -0.032 -0.583
Ge 0.980 1.372 2.519 0.593 0.772 -0.800
C 1.624 -0.394 2.970 -1.984 -1.501 1.194
C 2.929 -0.825 2.939 1.693 0.132 -0.633
C 3.300 -2.169 3.180 -0.321 0.024 0.693
C 2.310 -3.094 3.524 -0.143 0.636 -0.391
C 0.951 -2.712 3.483 0.947 0.965 -0.214
C 0.598 -1.372 3.288 2.653 -0.417 -0.482
C 0.885 2.721 3.956 0.701 -0.518 -1.387
C 1.438 3.935 3.645 -0.547 0.586 2.224
C 1.504 4.977 4.653 -0.212 -1.114 0.198
C 1.025 4.702 5.938 -0.640 -1.030 -3.493
C 0.255 3.515 6.144 1.311 0.325 1.741
C -0.357 3.282 7.427 0.133 1.655 -0.837
C -1.109 2.203 7.679 -0.183 -1.887 -0.440
C -1.085 1.145 6.717 0.564 1.355 -0.490
C -0.389 1.334 5.544 -1.004 -3.430 -0.600
C 0.280 2.483 5.192 -0.308 1.521 0.688
H 3.180 2.278 1.350 0.585 0.222 0.490
H 1.768 2.855 0.443 0.368 -0.481 0.719
H 2.318 1.195 0.301 -0.191 0.178 0.365
H 3.746 -0.097 2.694 -0.830 -0.713 0.190
H 4.359 -2.480 3.187 -0.664 0.323 -0.052
H 2.573 -4.096 3.842 0.019 -0.059 -0.359
H 0.202 -3.470 3.498 -0.551 -0.370 0.553
H -0.425 -1.120 3.323 -1.057 0.412 -0.205
H 1.841 4.036 2.677 0.544 0.607 -0.960
H 1.942 5.944 4.399 0.023 -0.330 0.200
H 1.089 5.428 6.669 0.088 1.352 1.567
H -0.328 4.079 8.155 0.151 0.171 0.065
H -1.657 2.083 8.601 0.025 0.035 0.116
H -1.595 0.224 6.855 -0.382 -0.570 0.296
H -0.354 0.458 4.822 -0.131 1.220 0.929
F -1.321 -6.468 -4.083 -0.188 -0.693 -0.141
C -1.475 -5.267 -3.552 0.506 -0.964 -0.595
C -1.819 -4.235 -4.362 -0.444 2.933 -1.077
F -2.091 -4.449 -5.665 0.211 0.075 0.709
C -1.831 -2.912 -3.848 0.556 -2.073 1.084
F -2.080 -1.866 -4.604 -0.142 0.322 -0.444
C -1.523 -2.711 -2.478 -0.948 1.371 -0.706
O -1.589 -1.462 -1.962 -0.305 -0.898 -0.328
C -1.277 -3.795 -1.677 0.139 -1.465 0.684
F -1.144 -3.733 -0.327 0.063 0.469 -1.002
C -1.190 -5.065 -2.245 -0.307 0.153 2.063
F -0.985 -6.113 -1.429 0.192 0.243 -0.373
```
Forces are in eV/Å.